Run 1
{"formula": "C4H4ClN3", "method": "ωB97M-V/def2-TZVPD", "orbital_gap_ev": 9.5, "homo_ev": -8.859, "charge": 0, "smiles": "[H]/N=C/C=C=N.N#CCl", "symbols": ["H", "C", "N", "Cl", "C", "C", "H", "N", "N", "C", "H", "H"], "positions_angstrom": [[-0.4973, -0.2490, -1.4582], [0.2160, 0.0257, -0.6610], [-2.0577, 1.4067, 0.5814], [-2.2380, -1.2538, -0.1532], [0.8033, -1.0274, 0.2147], [-2.1168, 0.2753, 0.3323], [1.1622, -2.8861, 0.6067], [1.0396, 2.3707, -0.3855], [0.7369, -2.2604, -0.0607], [0.6066, 1.2280, -0.3789], [1.4717, -0.7507, 1.1036], [0.8734, 3.1209, 0.2589]], "nbo_charge": [0.273, -0.553, -0.337, 0.190, 0.123, 0.150, 0.345, -0.613, -0.666, 0.517, 0.164, 0.407]}

=====

Run 2
{"formula": "C4H4ClN3", "method": "ωB97M-V/def2-TZVPD", "orbital_gap_ev": 10.3, "homo_ev": -9.662, "charge": 0, "smiles": "[H]/N=C/n1nccc1Cl", "symbols": ["N", "N", "H", "C", "C", "H", "N", "Cl", "C", "H", "C", "H"], "positions_angstrom": [[0.0117, 1.0147, 2.4195], [-0.7092, -0.9491, 0.6010], [-1.4617, -2.4953, -0.5562], [-0.8514, -1.6118, -0.5083], [0.4199, 1.0769, 1.2143], [0.4602, 1.8017, 2.9246], [0.0546, 0.1091, 0.2735], [1.1642, 1.3835, -1.8533], [0.3183, 0.1211, -1.0713], [-0.2235, -1.3186, -2.6340], [-0.2469, -0.9841, -1.6157], [1.0639, 1.8519, 0.8060]], "nbo_charge": [-0.587, -0.216, 0.211, -0.014, 0.262, 0.344, -0.241, 0.051, 0.116, 0.242, -0.345, 0.178]}

=====

Run 3
{"formula": "C4H4ClN3", "method": "ωB97M-V/def2-TZVPD", "orbital_gap_ev": 9.7, "homo_ev": -9.290, "charge": 0, "smiles": "[H]/N=C/n1nccc1Cl", "symbols": ["C", "N", "H", "C", "C", "H", "H", "C", "N", "Cl", "N", "H"], "positions_angstrom": [[0.2975, -1.2642, 1.3408], [-0.3991, -0.2715, -0.6179], [1.0005, -1.3928, 2.1094], [-0.9376, -1.7150, 0.8960], [-0.6780, 1.0130, -1.1328], [-1.4125, -2.6936, 1.2839], [-1.9108, 2.4097, -1.8908], [0.5180, -0.2246, 0.4480], [-1.6759, 1.2356, -1.9354], [1.8164, 0.8625, 0.5890], [-1.3205, -1.1844, -0.3632], [0.0133, 1.7020, -0.4121]], "nbo_charge": [-0.337, -0.231, 0.249, -0.039, 0.245, 0.223, 0.355, 0.093, -0.584, 0.067, -0.221, 0.180]}

=====

Preferred: run 2; penalty for the next structure: 2.224 eV.

=====

Run 1
{"formula": "C5H22N2O6", "method": "ωB97M-V/def2-TZVPD", "orbital_gap_ev": 9.0, "homo_ev": -8.743, "charge": 0, "smiles": "CC[C@@H](C=O)NCN.O.O.O.O.O", "symbols": ["H", "H", "H", "H", "H", "H", "O", "H", "H", "H", "C", "C", "O", "N", "C", "H", "N", "H", "O", "H", "H", "H", "H", "C", "H", "O", "H", "H", "H", "H", "C", "H", "O", "H", "O"], "positions_angstrom": [[-2.7513, -1.1142, 1.4654], [-2.9782, 0.9161, 0.3428], [1.4144, -2.2659, -2.7822], [0.6257, -3.0794, -1.8471], [2.5863, 1.9863, -0.8432], [-0.4785, -1.3660, 0.1241], [-2.6079, -1.7888, -2.1863], [-0.2122, -2.6812, 1.3610], [0.9465, 2.7991, 0.1028], [1.2296, 0.3886, -2.9649], [2.2381, 0.1939, 1.4954], [0.2311, 1.7954, 1.7209], [2.7008, 1.0876, -1.2498], [-2.1086, -1.9309, 1.4999], [0.8088, 0.4093, 1.1642], [3.5471, 0.8516, -1.3562], [-0.0231, -0.5941, 1.8969], [0.2721, 3.9030, 1.2165], [-2.9071, 0.3478, -0.4388], [0.7022, 0.3047, -0.0072], [-3.1728, -1.0046, -2.3594], [-0.8473, 2.9589, 0.2788], [-2.1951, -2.4053, 2.3307], [0.0744, 2.9249, 0.8225], [0.5466, -0.9103, -3.4222], [0.9546, -0.0531, -3.7358], [-2.0823, -1.5678, -1.4023], [2.7259, -0.6874, 1.0761], [-2.6591, 0.8242, -1.1960], [1.0391, 2.0687, 2.4425], [-0.7055, -1.6102, 1.1600], [-0.6736, 1.6039, 2.3519], [0.5381, -2.2303, -2.2479], [0.2257, -0.8799, 2.8948], [2.9955, 0.8052, 2.2921]], "nbo_charge": [0.358, 0.483, 0.478, 0.481, 0.488, 0.187, -0.942, 0.140, 0.169, 0.473, 0.417, -0.424, -0.953, -0.838, -0.165, 0.475, -0.663, 0.220, -0.960, 0.248, 0.463, 0.199, 0.355, -0.590, 0.485, -0.968, 0.478, 0.127, 0.479, 0.227, -0.041, 0.215, -0.946, 0.390, -0.548]}

=====

Run 2
{"formula": "C5H22N2O6", "method": "ωB97M-V/def2-TZVPD", "orbital_gap_ev": 8.6, "homo_ev": -8.236, "charge": 0, "smiles": "CNCC[C@H](N)C=O.O.O.O.O.O", "symbols": ["C", "H", "H", "H", "C", "H", "H", "H", "H", "H", "H", "H", "N", "C", "O", "H", "H", "O", "H", "O", "C", "H", "H", "H", "N", "O", "O", "H", "H", "O", "C", "H", "H", "H", "H"], "positions_angstrom": [[-2.1747, -2.0659, -1.3107], [-3.0566, -2.2656, -0.6883], [0.5465, 0.9888, -2.3674], [0.2303, -1.5580, -0.4033], [0.1341, -0.9830, -1.2781], [4.3374, -1.6932, -0.1958], [1.9642, 0.4738, -1.6492], [-1.5483, -0.3828, 0.8856], [-0.0877, -1.6196, 1.3830], [4.2590, -0.7252, 0.8616], [-2.2200, 0.8008, -0.2363], [2.4634, 0.8419, 0.6294], [-1.9354, -0.1099, -0.0436], [-1.3622, -0.7220, -1.2747], [-1.6377, -3.0559, -1.7989], [-0.9758, 4.0981, -1.2160], [-1.7838, 2.9455, -1.9016], [-1.8058, 3.5372, -1.1564], [1.6062, 2.0935, 1.4838], [3.8297, -0.9289, -0.0302], [0.8716, 0.3639, -1.4312], [-2.2708, 2.9462, 0.7633], [-0.5332, -2.0547, 2.7276], [-2.0123, 3.3238, 2.3066], [0.7439, 1.4543, -0.3633], [-1.9228, 2.6125, 1.6655], [-0.2320, -1.2412, 2.2486], [0.3776, -1.6049, -2.1499], [-0.2222, 1.7274, -0.2307], [2.9318, -1.2041, 2.1726], [1.4739, 1.1682, 0.9716], [2.4106, -1.3941, 3.0283], [2.3829, -0.9644, 1.4392], [-1.4055, -0.1427, -2.1128], [0.9170, 0.4303, 1.6203]], "nbo_charge": [0.413, 0.142, 0.186, 0.173, -0.419, 0.466, 0.235, 0.408, 0.466, 0.491, 0.372, 0.202, -0.886, -0.153, -0.542, 0.496, 0.479, -0.964, 0.203, -0.953, -0.253, 0.498, 0.481, 0.472, -0.663, -0.975, -0.934, 0.243, 0.361, -0.991, -0.444, 0.488, 0.501, 0.207, 0.193]}

=====

Preferred: run 1; penalty for the next structure: 0.188 eV.

=====

Run 1
{"formula": "C5H12S2", "method": "ωB97M-V/def2-TZVPD", "orbital_gap_ev": 9.5, "homo_ev": -8.650, "charge": 0, "smiles": "CCCSSCC", "symbols": ["S", "C", "H", "H", "C", "H", "H", "H", "H", "H", "S", "H", "H", "C", "H", "C", "C", "H", "H"], "positions_angstrom": [[-0.8396, 0.9926, -0.3347], [2.0991, -0.1365, -1.2433], [-1.9221, -0.8665, 0.9978], [-2.6365, 0.6841, 1.5050], [-2.1333, 0.1631, 0.6824], [-3.1258, 0.6364, -1.3452], [1.4485, -0.0834, 2.0981], [2.6528, -1.2864, 0.4586], [2.7289, 1.0369, 1.3000], [-4.1073, -0.3211, -0.1348], [0.4306, 1.7681, 1.1350], [0.9678, -1.2104, 0.2296], [2.9014, -0.7162, -1.7546], [1.7807, 0.5159, 1.2611], [2.4537, 0.8682, -1.5032], [-3.0836, -0.1160, -0.5489], [1.8360, -0.5498, 0.1526], [1.3236, -0.2878, -2.0226], [-2.7748, -1.0912, -0.9330]], "nbo_charge": [0.098, -0.653, 0.206, 0.222, -0.524, 0.222, 0.219, 0.213, 0.224, 0.216, 0.053, 0.214, 0.213, -0.519, 0.221, -0.639, -0.420, 0.224, 0.210]}

=====

Run 2
{"formula": "C5H12S2", "method": "ωB97M-V/def2-TZVPD", "orbital_gap_ev": 9.7, "homo_ev": -8.741, "charge": 0, "smiles": "CCCSSCC", "symbols": ["C", "H", "H", "S", "H", "C", "H", "S", "C", "H", "H", "H", "H", "H", "H", "C", "C", "H", "H"], "positions_angstrom": [[-0.3085, -2.2248, -0.0327], [1.3771, 3.2282, -2.6956], [0.8761, -3.4040, 1.4481], [-0.3275, -0.9177, 1.2541], [-1.6487, 1.0317, -0.6165], [1.1085, 2.5078, -1.9308], [1.8172, 2.4716, -1.1015], [0.5468, 0.6244, 0.3646], [0.1041, -3.5358, 0.6938], [0.3866, -2.0417, -0.8533], [-1.2526, 2.1795, 0.5624], [-1.0749, 2.5647, -2.1770], [1.2166, 1.5158, -2.3808], [0.3192, -4.3369, -0.0039], [-0.7617, -3.7716, 1.3292], [-0.3063, 2.6260, -1.4033], [-0.8193, 1.6644, -0.2956], [-0.4600, 3.6233, -0.9723], [-1.2555, -2.4027, -0.5421]], "nbo_charge": [-0.536, 0.221, 0.218, 0.091, 0.217, -0.617, 0.214, 0.070, -0.622, 0.221, 0.214, 0.208, 0.208, 0.216, 0.203, -0.414, -0.520, 0.202, 0.207]}

=====

Preferred: run 2; penalty for the next structure: 0.610 eV.

=====

Run 1
{"formula": "C2H9NS", "method": "ωB97M-V/def2-TZVPD", "orbital_gap_ev": 9.9, "homo_ev": -9.131, "charge": 0, "smiles": "CN.CS", "symbols": ["H", "H", "H", "C", "S", "C", "H", "H", "H", "N", "H", "H", "H"], "positions_angstrom": [[1.2630, 2.0453, -0.2104], [0.5144, -0.4852, 0.7850], [-0.9296, -2.3355, -0.1952], [0.9008, 1.1873, -2.0258], [-0.7886, -0.3619, 1.1988], [-1.1731, -2.0814, 0.8340], [1.0700, 0.1126, -2.1885], [-0.5162, -2.7296, 1.4018], [-0.1471, 1.1794, -1.7020], [1.7541, 1.8098, -1.0593], [0.9276, 1.6548, -3.0207], [2.5652, 1.2647, -0.8569], [-2.1791, -2.3436, 1.1406]], "nbo_charge": [0.361, 0.122, 0.216, -0.418, -0.042, -0.739, 0.171, 0.213, 0.197, -0.846, 0.178, 0.357, 0.230]}

=====

Run 2
{"formula": "C2H9NS", "method": "ωB97M-V/def2-TZVPD", "orbital_gap_ev": 9.7, "homo_ev": -8.857, "charge": 0, "smiles": "[H][H].C1CS1.N", "symbols": ["H", "H", "H", "H", "H", "C", "S", "C", "N", "H", "H", "H", "H"], "positions_angstrom": [[0.2749, 0.5069, 1.6861], [0.1249, 2.3883, -0.8302], [1.6296, 1.3071, 0.4592], [-1.1047, -5.4101, -0.8121], [-0.5385, -5.5909, -0.4163], [-0.1320, 2.2114, 0.1593], [0.7199, 3.1179, 1.6639], [0.7720, 1.3225, 0.9828], [-0.1541, -0.8086, -0.7996], [0.7587, -0.6595, -0.3953], [-0.9001, -0.3169, -0.1957], [-0.2746, -0.5788, -1.7868], [-1.1760, 2.5105, 0.2847]], "nbo_charge": [0.252, 0.206, 0.218, 0.001, -0.001, -0.435, -0.016, -0.471, -1.094, 0.365, 0.367, 0.372, 0.235]}

=====

Preferred: run 1; penalty for the next structure: 2.256 eV.

=====

Run 1
{"formula": "C2H9NS", "method": "ωB97M-V/def2-TZVPD", "orbital_gap_ev": 10.1, "homo_ev": -9.186, "charge": 0, "smiles": "CNC.S", "symbols": ["C", "H", "H", "S", "H", "H", "H", "H", "N", "H", "H", "C", "H"], "positions_angstrom": [[-0.2326, -1.7421, 0.2417], [0.5863, -2.0296, -0.5918], [-1.1457, 0.2155, 1.6893], [-0.0203, 1.3667, -1.7562], [-0.6615, -2.5625, 0.8289], [-0.3579, -0.8416, 3.0025], [-1.1134, -1.3464, -0.2563], [-1.0157, 1.4570, -0.9044], [0.5989, -0.7093, 0.9857], [0.3923, 0.6891, 2.5495], [1.3310, -1.1352, 1.4439], [-0.1647, -0.1762, 2.1928], [0.5001, 0.1616, -1.1689]], "nbo_charge": [-0.446, 0.204, 0.185, -0.322, 0.186, 0.179, 0.200, 0.127, -0.616, 0.203, 0.345, -0.431, 0.184]}

=====

Run 2
{"formula": "C2H9NS", "method": "ωB97M-V/def2-TZVPD", "orbital_gap_ev": 9.9, "homo_ev": -8.962, "charge": 0, "smiles": "CNC.S", "symbols": ["S", "H", "H", "H", "N", "H", "C", "C", "H", "H", "H", "H", "H"], "positions_angstrom": [[0.7321, -0.9147, -2.9106], [-0.0381, -1.0115, 0.9620], [-1.3931, 1.1631, 1.6257], [0.8893, 1.1780, 1.7226], [-0.2003, -0.1577, 0.4457], [-2.0259, 0.7860, -0.0093], [-1.4990, 0.3930, 0.8623], [0.9231, 0.7449, 0.7228], [1.8566, 0.2053, 0.5637], [-2.1178, -0.4119, 1.2617], [1.5519, -1.8562, -3.3974], [0.4266, -1.6976, -1.8721], [0.8946, 1.5793, 0.0229]], "nbo_charge": [-0.286, 0.346, 0.172, 0.162, -0.628, 0.192, -0.418, -0.414, 0.203, 0.195, 0.132, 0.152, 0.192]}

=====

Preferred: run 2; penalty for the next structure: 0.853 eV.

=====

Run 1
{"formula": "C2H9NS", "method": "ωB97M-V/def2-TZVPD", "orbital_gap_ev": 9.8, "homo_ev": -8.827, "charge": 0, "smiles": "CNC.S", "symbols": ["H", "H", "H", "C", "N", "H", "C", "S", "H", "H", "H", "H", "H"], "positions_angstrom": [[1.1589, -1.0444, -1.3859], [-1.9289, 0.6330, 0.3325], [0.3086, 1.1568, 0.3118], [-1.3240, 0.2594, -0.4973], [0.0845, 0.2754, -0.1300], [1.4694, -0.7909, 2.5772], [0.9726, 0.0184, -1.2541], [0.3221, -1.3212, 3.0140], [-0.4045, -0.3808, 2.4051], [1.9298, 0.5113, -1.0772], [-1.5471, 0.9731, -1.3102], [-1.6339, -0.7394, -0.7958], [0.5925, 0.4490, -2.1900]], "nbo_charge": [0.193, 0.195, 0.351, -0.413, -0.631, 0.141, -0.414, -0.290, 0.147, 0.198, 0.161, 0.197, 0.166]}

=====

Run 2
{"formula": "C2H9NS", "method": "ωB97M-V/def2-TZVPD", "orbital_gap_ev": 9.9, "homo_ev": -8.889, "charge": 0, "smiles": "CN.CS", "symbols": ["H", "H", "C", "H", "C", "N", "H", "H", "H", "H", "H", "H", "S"], "positions_angstrom": [[-1.9511, -0.9930, 2.2641], [0.2942, -0.9515, -0.5093], [-1.5877, -0.3153, 1.4979], [0.6670, 0.2030, -2.5875], [1.2426, -0.4875, -0.7636], [0.9749, 0.5997, -1.7064], [1.8346, 1.1029, -1.8731], [-0.8442, 1.9121, 0.8972], [-0.5324, -0.5656, 1.3893], [1.9014, -1.2808, -1.1346], [1.6790, -0.0799, 0.1446], [-1.9986, -0.6139, 0.5318], [-1.6796, 1.4699, 1.8497]], "nbo_charge": [0.231, 0.185, -0.740, 0.351, -0.413, -0.831, 0.351, 0.134, 0.215, 0.167, 0.191, 0.212, -0.054]}

=====

Preferred: run 2; penalty for the next structure: 0.059 eV.

=====

Run 1
{"formula": "C3H6INO2", "method": "ωB97M-V/def2-TZVPD", "orbital_gap_ev": [5.5, 5.5], "homo_ev": [-7.969, -7.970], "charge": 0, "symbols": ["H", "N", "O", "H", "O", "H", "H", "C", "H", "C", "H", "I", "C"], "positions_angstrom": [[-1.7961, 1.2262, 1.2801], [0.3354, -1.4950, -0.8886], [2.1603, -0.5038, 0.2302], [1.6776, 1.1253, 1.3914], [0.6618, 1.3691, 1.3505], [-1.8948, 0.2499, -0.3644], [-1.6668, -0.6413, 1.1961], [0.9438, -0.5861, -0.0023], [-0.5463, -1.2698, -1.3471], [-1.3346, 0.3592, 0.6019], [1.0190, -1.8482, -1.5744], [0.3284, 1.5723, -2.5312], [0.1123, 0.4422, 0.6578]], "nbo_charge": [0.268, -0.802, -0.568, 0.542, -0.543, 0.306, 0.270, 0.559, 0.417, -0.751, 0.423, -0.677, 0.556]}

=====

Run 2
{"formula": "C3H6INO2", "method": "ωB97M-V/def2-TZVPD", "orbital_gap_ev": 9.5, "homo_ev": -9.172, "charge": 0, "smiles": "C=C(C)I.O=NO", "symbols": ["C", "H", "H", "C", "H", "I", "N", "H", "C", "O", "O", "H", "H"], "positions_angstrom": [[0.7465, -1.3815, -1.0952], [-0.8498, -1.5977, 1.7082], [1.5539, -1.6098, -0.4821], [-0.1430, -1.0486, 1.2037], [-0.3949, -0.0128, 1.6108], [-2.1263, -0.3444, -0.9184], [0.0520, 2.0645, -0.9344], [-1.0463, 2.5159, 0.6891], [-0.2895, -1.1346, -0.3067], [-0.2346, 2.7236, 0.2318], [1.0722, 2.4839, -1.3293], [0.8436, -1.2716, 1.7911], [0.8162, -1.3870, -2.1685]], "nbo_charge": [-0.410, 0.221, 0.206, -0.678, 0.216, 0.128, 0.362, 0.487, -0.136, -0.576, -0.274, 0.229, 0.224]}

=====

Preferred: run 1; penalty for the next structure: 2.852 eV.